a) Here is a structure of composition C12H39N3O6 from the OMol25 dataset. Energies are from ωB97M-V with the def2-TZVPD basis set.

ORCA input file:
```
! wB97M-V def2-TZVPD RIJCOSX def2/J DEFGRID3
* xyz 0 1
C -3.564 15.808 -15.976
C -3.607 14.369 -15.491
C -4.000 14.336 -13.997
O -4.058 13.024 -13.371
C -4.516 13.206 -12.032
N -4.656 13.734 -16.246
H -3.072 15.860 -16.947
H -3.120 16.507 -15.267
H -4.573 16.142 -16.219
H -2.709 13.773 -15.656
H -4.962 14.802 -13.787
H -3.315 15.072 -13.575
H -5.591 13.385 -12.050
H -3.955 13.954 -11.473
H -4.339 12.275 -11.493
H -4.576 12.759 -15.997
H -5.540 14.096 -15.918
C -4.520 11.808 -7.713
C -3.043 11.819 -7.917
C -2.374 10.521 -7.446
O -2.721 10.123 -6.139
C -3.718 9.066 -6.004
N -2.814 12.174 -9.240
H -5.024 12.744 -7.953
H -4.678 11.597 -6.655
H -5.056 11.057 -8.292
H -2.611 12.586 -7.275
H -1.292 10.437 -7.545
H -2.650 9.783 -8.199
H -4.579 9.523 -6.492
H -3.962 8.664 -5.021
H -3.415 8.175 -6.554
H -3.011 11.551 -10.011
H -3.298 13.041 -9.424
C 0.072 14.836 -14.677
C -0.738 15.309 -13.465
C -1.380 14.171 -12.693
O -2.056 14.682 -11.488
C -2.155 13.737 -10.462
N 0.079 16.131 -12.518
H 0.757 14.039 -14.388
H 0.667 15.654 -15.085
H -0.636 14.371 -15.363
H -1.533 16.031 -13.650
H -0.739 13.360 -12.348
H -1.984 13.689 -13.463
H -3.020 13.983 -9.846
H -1.267 13.821 -9.835
H -2.244 12.693 -10.760
H -0.633 16.499 -11.905
H 0.410 16.969 -12.974
O 2.025 15.073 -12.625
H 1.115 15.360 -12.703
H 2.029 14.492 -11.865
O 0.524 17.806 -13.455
H 0.190 18.662 -13.724
H 1.419 17.980 -13.163
O -3.376 16.065 -10.240
H -2.641 16.064 -10.852
H -3.176 15.359 -9.625
*
```

Output
HOMO energy: -7.87 eV

***

b) Here is a cluster of 6 separate species, C12H39N3O6 in total from the OMol25 dataset. Energies are from ωB97M-V with the def2-TZVPD basis set.

ORCA input file:
```
! wB97M-V def2-TZVPD RIJCOSX def2/J DEFGRID3
* xyz 0 1
C -6.612 26.675 9.644
O -5.843 25.585 9.211
C -4.635 25.412 9.924
C -3.614 24.761 8.997
C -2.296 24.488 9.691
N -3.370 25.557 7.789
H -7.262 27.100 8.873
H -5.985 27.524 9.938
H -7.280 26.435 10.484
H -4.213 26.307 10.395
H -4.835 24.726 10.766
H -4.063 23.829 8.645
H -1.847 25.390 10.107
H -1.656 23.956 8.988
H -2.393 23.809 10.546
H -4.271 25.797 7.388
H -2.909 26.438 7.988
C -17.521 21.834 12.545
O -16.372 22.576 12.905
C -15.217 22.334 12.110
C -14.487 23.652 11.954
C -13.230 23.567 11.120
N -14.145 24.195 13.283
H -17.361 20.764 12.702
H -17.782 22.005 11.494
H -18.323 22.224 13.166
H -14.612 21.603 12.663
H -15.489 21.923 11.134
H -15.239 24.311 11.493
H -13.378 23.113 10.137
H -12.502 22.967 11.673
H -12.804 24.556 10.942
H -14.030 25.198 13.207
H -14.938 24.034 13.893
C -11.026 20.378 8.682
O -9.791 21.087 8.733
C -9.721 21.946 9.835
C -8.454 22.786 9.765
C -7.210 21.914 9.597
N -8.374 23.595 11.000
H -11.016 19.841 7.740
H -11.868 21.074 8.732
H -11.073 19.703 9.542
H -10.592 22.614 9.880
H -9.692 21.371 10.777
H -8.521 23.412 8.872
H -7.228 21.260 8.725
H -7.040 21.230 10.435
H -6.354 22.586 9.487
H -8.073 22.917 11.694
H -7.607 24.245 10.848
O -10.488 28.338 9.556
H -11.297 27.881 9.313
H -9.959 27.663 10.000
O -9.128 28.534 12.591
H -8.960 29.008 11.773
H -9.441 27.661 12.321
O -10.034 25.984 11.324
H -9.299 25.350 11.226
H -10.822 25.440 11.247
*
```

Output
HOMO energy: -9.40 eV

***

It is b) that is the most stable of them.

***

a) Here is a cluster of 21 separate species, H41O21 in total from the OMol25 dataset. Energies are from ωB97M-V with the def2-TZVPD basis set.

ORCA input file:
```
! wB97M-V def2-TZVPD RIJCOSX def2/J DEFGRID3
* xyz -1 1
O -2.626 3.555 -1.443
H 1.367 2.624 0.896
H -2.689 4.506 -1.101
O 0.890 3.417 0.661
H 2.655 1.836 3.075
H -2.234 3.463 2.730
O 3.225 -3.164 -2.280
H -0.902 1.704 3.040
H 3.003 0.198 2.998
O -0.861 1.353 3.962
H 1.928 -0.307 1.838
H -0.194 1.956 0.884
O -0.383 1.077 1.388
H 0.177 0.416 1.012
H -0.948 -2.604 -0.248
O -0.932 -3.887 -2.875
H 1.898 -2.061 0.496
H -1.553 -3.397 -3.332
O 1.392 -1.465 0.993
H -2.581 -3.468 -0.844
H -3.363 -0.989 3.114
O 1.066 0.939 -3.430
H -0.203 0.767 3.778
H -0.169 -3.406 -2.387
O -3.350 -2.686 -2.960
H 0.765 0.042 -3.434
H -0.082 3.436 0.625
O -0.112 -2.617 -0.676
H 3.050 -4.110 -2.277
H -3.404 2.968 1.817
O -0.546 -1.922 2.975
H -0.240 -1.889 -3.401
H -0.059 -1.680 2.130
O 1.426 4.862 -1.839
H 3.303 -3.122 -1.263
H 1.808 4.304 -1.217
O 2.086 0.144 2.785
H -4.101 -2.703 -2.370
H -2.454 -2.731 -2.753
O 3.034 2.395 -0.471
H 3.079 1.700 0.309
H 3.266 3.140 0.091
O -2.336 -3.920 -0.117
H -1.425 2.451 -4.184
H 0.965 4.249 -2.465
O 0.686 -1.540 -3.408
H 0.389 -2.101 -0.014
O -3.175 3.672 2.454
H -2.110 3.706 -2.203
H 1.062 -1.929 -2.591
O -3.478 -1.943 3.386
H 1.535 -2.981 2.380
H -2.582 -2.298 3.212
O 1.349 -3.925 2.118
H -0.063 3.121 -4.323
H 0.520 -3.744 2.637
O -1.001 3.260 -4.025
H 1.382 1.222 -2.573
H -1.451 -4.221 -0.228
O 3.289 2.555 2.745
H 4.179 2.233 2.980
H -0.779 -1.321 3.722
*
```

Output
HOMO energy: -7.48 eV

***

b) Here is a cluster of 21 separate species, H41O21 in total from the OMol25 dataset. Energies are from ωB97M-V with the def2-TZVPD basis set.

ORCA input file:
```
! wB97M-V def2-TZVPD RIJCOSX def2/J DEFGRID3
* xyz -1 1
O 0.757 -2.468 -4.741
H 1.660 -2.798 -4.585
H 0.624 -2.144 -3.840
O -1.519 4.573 0.699
H 1.327 -1.385 -1.161
H -2.005 4.053 0.051
O -2.860 2.913 -2.616
H 1.857 0.578 -4.331
H -2.336 2.389 -1.980
O 2.297 0.069 -3.662
H -1.110 1.176 -0.574
H -4.890 -0.230 -1.514
O 1.466 0.547 -1.144
H 0.684 0.942 -0.721
H 1.911 0.288 -0.335
O 1.176 3.962 -0.447
H 2.245 -0.957 1.326
H 0.424 4.567 -0.488
O 2.046 -0.095 1.857
H -3.079 2.471 -3.433
H -2.064 5.196 1.173
O 4.567 -0.005 -0.685
H 1.808 -0.518 -3.069
H 0.993 3.506 0.387
O -2.424 -0.931 -0.175
H 4.414 -0.860 -0.282
H -0.796 1.567 -1.892
O -0.756 -1.625 2.720
H 1.455 -0.559 2.455
H -0.277 -1.384 3.508
O -1.188 1.054 3.425
H 1.991 -4.154 -2.978
H -1.326 0.125 3.417
O -4.347 2.394 2.296
H -3.780 3.075 1.915
H -4.804 1.979 1.555
O -1.101 2.024 -1.041
H -1.438 -1.310 -0.091
H -2.840 -1.072 0.717
O 3.779 -2.241 1.637
H 3.884 -1.723 2.449
H 4.302 -1.766 0.975
O 0.143 -0.973 0.603
H 2.204 -4.128 1.907
H -0.548 -0.415 0.961
O 2.725 -4.164 -2.326
H 2.246 -3.836 -1.521
O -4.092 -0.097 -2.069
H -0.146 -1.647 1.765
H -3.718 -0.960 -1.856
O 0.911 2.636 2.424
H -3.293 -0.306 1.942
H 0.465 2.640 3.282
O -3.665 -1.200 2.169
H 1.011 -3.596 2.524
H -3.097 -1.256 2.969
O 1.500 -4.454 2.465
H 4.007 -0.032 -1.467
H 1.620 1.972 2.423
O 0.710 -1.773 -1.811
H 0.064 -1.919 -1.080
H -0.703 1.451 2.679
*
```

Output
HOMO energy: -7.07 eV

***

It is b) that is the most stable of them.

***

a) Here is a cluster of 2 separate species, H3O2PS in total from the OMol25 dataset. Energies are from ωB97M-V with the def2-TZVPD basis set.

ORCA input file:
```
! wB97M-V def2-TZVPD RIJCOSX def2/J DEFGRID3
* xyz 0 1
O -2.029 -0.227 0.308
P -2.092 1.204 0.043
S -0.211 1.739 -0.806
H 0.405 0.550 -0.674
O 1.488 -0.903 0.085
H 1.103 -1.784 0.061
H 1.335 -0.579 0.983
*
```

Output
HOMO energy: -9.76 eV

***

b) Here is a cluster of 2 separate species, H3O2PS in total from the OMol25 dataset. Energies are from ωB97M-V with the def2-TZVPD basis set.

ORCA input file:
```
! wB97M-V def2-TZVPD RIJCOSX def2/J DEFGRID3
* xyz 0 1
O -0.850 -0.375 -1.346
P -1.391 -0.232 -0.037
S -1.371 -2.059 1.027
H -1.554 -2.896 -0.114
O 1.375 1.916 0.275
H 1.817 2.202 -0.599
H 1.975 1.444 0.794
*
```

Output
HOMO energy: -9.65 eV

***

It is a) that is the most stable of them.

***

a) Here is an isolated molecule of C19H29N3O5S from the OMol25 dataset. Energies are from ωB97M-V with the def2-TZVPD basis set.

ORCA input file:
```
! wB97M-V def2-TZVPD RIJCOSX def2/J DEFGRID3
* xyz 0 1
C 4.887 -2.257 4.774
O 3.673 -2.894 4.453
C 2.931 -2.403 3.432
C 3.261 -1.298 2.663
C 2.426 -0.878 1.634
C 1.266 -1.570 1.387
S 0.128 -1.042 0.121
O -0.488 -2.197 -0.469
O 0.808 -0.124 -0.756
N -1.012 -0.264 1.082
C -0.765 1.153 1.226
C -1.126 1.932 -0.054
C -2.070 1.084 -0.922
C -2.713 1.966 -1.983
O -3.811 2.468 -1.811
N -2.013 2.163 -3.121
C -0.672 1.730 -3.444
C 0.224 2.953 -3.658
N -0.318 3.782 -4.719
C 0.558 4.883 -5.049
C -1.650 4.233 -4.360
C -2.558 3.023 -4.152
C -3.120 0.449 -0.011
C -2.410 -0.591 0.870
C 0.908 -2.679 2.139
C 1.732 -3.114 3.161
O 1.496 -4.187 3.953
C 0.340 -4.953 3.706
H 4.727 -1.220 5.087
H 5.303 -2.824 5.605
H 5.588 -2.279 3.933
H 4.172 -0.753 2.853
H 2.682 -0.032 1.018
H 0.292 1.272 1.468
H -1.358 1.499 2.077
H -1.625 2.867 0.209
H -0.220 2.162 -0.612
H -1.512 0.274 -1.397
H -0.240 1.099 -2.671
H -0.713 1.164 -4.382
H 1.222 2.619 -3.949
H 0.307 3.516 -2.709
H 0.129 5.441 -5.879
H 1.525 4.488 -5.357
H 0.714 5.573 -4.205
H -2.042 4.846 -5.174
H -1.638 4.842 -3.437
H -3.554 3.336 -3.838
H -2.624 2.457 -5.087
H -3.589 1.226 0.593
H -3.900 -0.026 -0.604
H -2.419 -1.571 0.392
H -2.894 -0.671 1.850
H -0.008 -3.181 1.882
H 0.341 -5.365 2.693
H -0.571 -4.365 3.857
H 0.370 -5.766 4.429
*
```

Output
HOMO energy: -8.54 eV

***

b) Here is an isolated molecule of C19H29N3O5S from the OMol25 dataset. Energies are from ωB97M-V with the def2-TZVPD basis set.

ORCA input file:
```
! wB97M-V def2-TZVPD RIJCOSX def2/J DEFGRID3
* xyz 0 1
C -0.069 -6.721 2.369
C -1.140 -5.882 1.686
O -0.633 -4.611 1.294
C -0.616 -3.641 2.226
O -1.034 -3.789 3.352
C -0.041 -2.428 1.666
S 0.545 -2.503 0.019
C 1.018 -0.862 0.120
N 1.591 -0.219 -0.933
C 1.670 -0.798 -2.164
O 1.378 -1.965 -2.326
C 2.149 0.114 -3.271
C 1.574 1.537 -3.153
N 0.252 1.514 -2.560
C -0.775 0.980 -3.435
C -2.066 0.791 -2.629
N -2.534 2.005 -1.990
C -3.177 2.939 -2.890
C -1.459 2.580 -1.207
C -0.161 2.787 -1.999
C 0.732 -0.272 1.349
C 1.039 1.136 1.571
O 1.597 1.842 0.743
O 0.635 1.601 2.754
C 0.903 2.972 3.041
C 2.322 3.167 3.557
C 0.116 -1.193 2.247
C -0.305 -0.866 3.635
H -0.466 -7.706 2.597
H 0.242 -6.242 3.294
H 0.795 -6.827 1.717
H -1.477 -6.352 0.759
H -1.990 -5.732 2.361
H 1.761 0.775 -0.770
H 3.240 0.158 -3.236
H 1.872 -0.352 -4.217
H 2.214 2.140 -2.503
H 1.579 2.010 -4.152
H -0.452 0.009 -3.811
H -0.955 1.644 -4.300
H -2.856 0.402 -3.274
H -1.871 0.062 -1.837
H -4.017 2.436 -3.368
H -3.564 3.773 -2.304
H -2.524 3.343 -3.675
H -1.793 3.530 -0.786
H -1.250 1.887 -0.386
H 0.616 3.137 -1.316
H -0.308 3.554 -2.781
H 0.745 3.564 2.133
H 0.168 3.249 3.799
H 2.492 2.546 4.433
H 2.473 4.209 3.825
H 3.039 2.894 2.786
H 0.543 -0.491 4.204
H -0.708 -1.750 4.118
H -1.061 -0.083 3.619
*
```

Output
HOMO energy: -8.06 eV

***

c) Here is an isolated molecule of C19H29N3O5S from the OMol25 dataset. Energies are from ωB97M-V with the def2-TZVPD basis set.

ORCA input file:
```
! wB97M-V def2-TZVPD RIJCOSX def2/J DEFGRID3
* xyz 0 1
C 4.442 4.971 -0.647
C 2.926 5.004 -0.774
O 2.367 3.699 -0.659
C 2.154 3.229 0.583
O 2.377 3.867 1.587
C 1.621 1.876 0.516
S 1.422 1.170 -1.073
C 0.841 -0.269 -0.352
N 0.456 -1.337 -1.102
C 0.386 -1.266 -2.460
O 0.788 -0.287 -3.055
C -0.200 -2.482 -3.142
C -1.323 -3.152 -2.334
N -2.095 -2.171 -1.599
C -2.872 -2.736 -0.514
C -3.465 -1.604 0.318
N -4.320 -0.777 -0.511
C -4.981 0.254 0.257
C -3.542 -0.224 -1.602
C -2.947 -1.351 -2.438
C 0.784 -0.214 1.039
C 0.281 -1.356 1.794
O -0.041 -2.416 1.277
O 0.178 -1.137 3.107
C -0.298 -2.214 3.910
C 0.822 -3.182 4.265
C 1.243 1.040 1.538
C 1.312 1.402 2.979
H 4.865 4.296 -1.387
H 4.723 4.630 0.346
H 4.844 5.969 -0.803
H 2.495 5.644 0.004
H 2.620 5.357 -1.761
H 0.063 -2.109 -0.560
H -0.551 -2.161 -4.124
H 0.607 -3.200 -3.308
H -1.948 -3.751 -3.020
H -0.888 -3.841 -1.605
H -2.211 -3.332 0.119
H -3.689 -3.377 -0.886
H -4.064 -2.023 1.130
H -2.639 -1.015 0.758
H -5.638 0.821 -0.401
H -5.584 -0.212 1.034
H -4.272 0.952 0.732
H -4.198 0.387 -2.226
H -2.719 0.413 -1.229
H -2.351 -0.919 -3.242
H -3.766 -1.946 -2.880
H -0.705 -1.739 4.805
H -1.095 -2.738 3.371
H 1.209 -3.649 3.363
H 0.441 -3.954 4.926
H 1.631 -2.653 4.764
H 1.921 0.679 3.517
H 0.316 1.381 3.417
H 1.737 2.394 3.092
*
```

Output
HOMO energy: -8.15 eV

***

It is c) that is the most stable of them.

***

a) Here is a cluster of 2 separate species, C2H10NS in total from the OMol25 dataset. Energies are from ωB97M-V with the def2-TZVPD basis set.

ORCA input file:
```
! wB97M-V def2-TZVPD RIJCOSX def2/J DEFGRID3
* xyz 1 1
N -2.332 -0.223 0.604
H -1.984 0.078 1.545
H -2.932 0.603 0.270
H -2.933 -1.112 0.823
H -1.562 -0.437 -0.027
C 0.957 0.606 0.877
S 0.588 -0.807 -0.112
C 1.616 -0.421 -1.655
H 0.392 1.544 0.534
H 0.691 0.459 1.956
H 1.979 0.832 0.885
H 2.426 -1.223 -1.672
H 2.142 0.513 -1.563
H 0.951 -0.411 -2.465
*
```

Output
HOMO energy: -12.91 eV

***

b) Here is a cluster of 2 separate species, C2H10NS in total from the OMol25 dataset. Energies are from ωB97M-V with the def2-TZVPD basis set.

ORCA input file:
```
! wB97M-V def2-TZVPD RIJCOSX def2/J DEFGRID3
* xyz 1 1
C 0.567 0.818 -1.325
S 2.144 1.305 -2.081
H 1.776 0.941 -3.311
H 0.703 0.941 -0.255
H 0.196 -0.084 -1.805
H -0.177 1.573 -1.578
C -0.584 -0.294 1.939
N -0.656 -1.129 0.680
H 0.220 -1.455 0.270
H -1.298 -1.920 0.745
H -1.068 -0.485 0.004
H -0.948 -0.837 2.808
H -1.279 0.528 1.786
H 0.404 0.099 2.123
*
```

Output
HOMO energy: -12.39 eV

***

It is a) that is the most stable of them.

***

a) Here is an isolated molecule of C4H4N2S2 from the OMol25 dataset. Energies are from ωB97M-V with the def2-TZVPD basis set.

ORCA input file:
```
! wB97M-V def2-TZVPD RIJCOSX def2/J DEFGRID3
* xyz 0 1
C 0.284 -1.643 0.083
C 1.441 -1.071 -0.462
C -1.595 1.225 -0.517
C 0.435 1.239 0.517
N -0.549 1.731 -0.174
N -0.646 -0.890 0.735
S 1.962 0.487 -0.052
S -2.049 -0.425 -0.077
H 0.116 -2.660 0.194
H 2.167 -1.649 -0.848
H -2.228 1.954 -0.939
H 0.663 1.703 1.539
*
```

Output
HOMO energy: -7.89 eV

***

b) Here is a cluster of 2 separate species, C4H4N2S2 in total from the OMol25 dataset. Energies are from ωB97M-V with the def2-TZVPD basis set.

ORCA input file:
```
! wB97M-V def2-TZVPD RIJCOSX def2/J DEFGRID3
* xyz 0 1
C -0.741 -0.792 -0.639
C 0.077 -1.834 -0.372
C 1.032 1.851 -0.736
C -0.004 -0.144 1.406
N 1.579 0.870 -1.007
N -0.866 0.106 0.445
S 0.807 -1.584 1.147
S -1.886 1.372 0.415
H -0.993 -0.433 -1.646
H 0.569 -2.636 -0.854
H 0.349 2.597 -0.366
H 0.078 0.627 2.207
*
```

Output
HOMO energy (alpha / beta): -7.85 / -7.85 eV

***

c) Here is a structure of composition C4H4N2S2 from the OMol25 dataset. Energies are from ωB97M-V with the def2-TZVPD basis set.

ORCA input file:
```
! wB97M-V def2-TZVPD RIJCOSX def2/J DEFGRID3
* xyz 0 1
C -1.351 1.662 0.214
C -0.560 0.606 0.023
C 1.650 -0.055 -0.164
C -1.069 -0.787 -0.063
H -2.394 1.563 0.516
H -0.914 2.646 0.053
H 2.714 0.179 -0.280
H 2.250 -1.989 -0.015
N 0.785 0.855 -0.378
N 1.526 -1.328 0.236
S 0.003 -2.148 -0.002
S -2.639 -1.203 -0.141
*
```

Output
HOMO energy: -8.63 eV

***

It is c) that is the most stable of them.